P) 11
Properties=species:S:1:pos:R:3:mulliken_charge:R:1 method="wB97M-V/def2-TZVPD" lumo_energy_ev=0.0 gap_ev=8.29 total_charge=0
S 2.9187 0.6092 -0.2159 -0.35
N -1.1672 -1.2565 -0.2265 -0.53
N -0.1471 -0.3419 -0.2849 0.09
C 0.6615 0.2008 0.6425 -0.23
C -0.3037 1.0999 -0.0007 -0.34
H 2.4955 -0.2582 -1.1532 0.13
H -1.0337 1.5990 0.6889 0.22
H -1.6537 -1.4988 0.6355 0.19
H -0.0632 1.8357 -0.6812 0.21
H -1.7019 -1.3948 -1.0594 0.21
H 0.8467 -0.1347 1.6106 0.41

Q) 11
Properties=species:S:1:pos:R:3:mulliken_charge:R:1 method="wB97M-V/def2-TZVPD" lumo_energy_ev=1.1 gap_ev=8.87 total_charge=0 smiles=NN1C[C@@H]1S
S 1.6948 1.0974 -1.3148 -0.23
N -0.4725 0.0006 0.0609 0.09
N -1.4463 -1.0318 -0.0113 -0.73
C 0.9107 -0.1785 -0.3948 -0.24
C 0.2943 0.2949 1.2995 -0.45
H 0.3213 1.4030 1.3719 0.24
H -1.6371 -1.3356 -0.9792 0.25
H -2.3176 -0.4027 0.2518 0.27
H 1.5372 -1.0890 -0.5386 0.37
H 0.3861 -0.3189 2.1779 0.34
H 0.7291 1.5607 -1.9234 0.10

Least stable structure: P)